C34H58AsIN5ReS3Si3 | the ωB97M-V functional and the def2-TZVPD basis

Last column: Löwdin charge in e.
Cartesian coordinates (Å):
Re1 -0.5202 -0.0736 0.0462  1.027
C1 0.1619 3.7454 0.4332  -0.163
Si1 1.2983 2.4878 1.1907  0.445
C2 2.1186 3.1947 2.7060  -0.151
C3 2.7184 2.2028 0.0195  -0.199
C4 0.2383 0.8344 1.6840  -0.620
Si2 1.3268 -0.2447 2.8979  0.398
C5 3.1299 -0.3943 2.4607  -0.163
C6 0.6494 -1.9781 2.9273  -0.192
C7 1.2716 0.4168 4.6381  -0.150
Si3 -1.2182 1.6192 2.6692  0.462
C8 -0.9562 3.1113 3.7317  -0.147
C9 -2.2004 0.4065 3.6833  -0.161
C10 -2.3418 2.0689 1.2356  -0.300
C11 -3.3382 3.0348 1.2680  -0.021
C12 -4.2394 3.1533 0.2272  0.006
C13 -4.1547 2.2512 -0.8227  -0.005
C14 -3.1508 1.3122 -0.8141  -0.138
N1 -2.2247 1.2396 0.1649  -0.146
H1 0.7565 4.6217 0.1619  0.064
H2 -0.6211 4.0915 1.1079  0.023
H3 -0.3121 3.3746 -0.4769  0.015
H4 2.3694 4.2285 2.4494  0.068
H5 3.0558 2.6847 2.9282  0.044
H6 1.5238 3.2266 3.6103  0.008
H7 3.1779 3.1904 -0.0923  0.063
H8 2.4532 1.8448 -0.9696  -0.010
H9 3.4740 1.5437 0.4372  0.023
H10 3.3225 -0.8045 1.4731  -0.010
H11 3.5617 -1.0779 3.1976  0.060
H12 3.6666 0.5473 2.5550  0.033
H13 0.7065 -2.4293 1.9329  -0.003
H14 -0.3879 -1.9445 3.2528  -0.017
H15 1.2204 -2.5904 3.6287  0.063
H16 1.7499 1.3896 4.7300  0.035
H17 1.8453 -0.2760 5.2606  0.061
H18 0.2780 0.4869 5.0754  0.023
H19 -0.3310 2.8841 4.5954  0.047
H20 -1.9406 3.3818 4.1245  0.060
H21 -0.5394 3.9789 3.2261  0.040
H22 -1.6221 -0.0564 4.4813  0.034
H23 -2.6430 -0.3680 3.0665  -0.039
H24 -3.0124 0.9667 4.1541  0.065
H25 -3.4022 3.6942 2.1234  0.124
H26 -5.0089 3.9135 0.2419  0.134
H27 -4.8594 2.2699 -1.6420  0.130
H28 -3.0762 0.5867 -1.6043  0.067
I1 -4.5338 -2.6482 -4.0800  1.000
C15 -2.7052 -1.7340 -3.7735  -0.720
C16 -1.8223 -1.4940 -4.8174  -0.082
C17 -0.6157 -0.8818 -4.5239  -0.018
C18 -0.3310 -0.5275 -3.2195  -0.197
N2 -1.1752 -0.7588 -2.1967  -0.100
C19 -2.3452 -1.3549 -2.4914  -0.293
H29 -2.0705 -1.7732 -5.8329  0.121
H30 0.1012 -0.6649 -5.3035  0.131
H31 0.5895 -0.0211 -2.9817  0.063
H32 -3.0173 -1.5529 -1.6676  0.025
C20 2.4996 -4.7222 -0.5889  -0.001
N3 1.7111 -3.5462 -0.9871  -0.166
C21 0.2736 -3.7062 -0.8838  -0.055
C22 2.2672 -2.3585 -1.1934  -0.543
S1 1.5775 -0.7908 -0.6653  0.742
N4 3.4701 -2.2542 -1.7329  -0.161
C23 4.2788 -1.0193 -1.6793  -0.037
C24 4.0369 -3.3122 -2.5902  0.000
H33 1.9966 -5.1714 0.2676  0.104
H34 3.4953 -4.4210 -0.2790  0.102
H35 2.5648 -5.4633 -1.3837  0.108
H36 0.0112 -4.6834 -1.2908  0.118
H37 -0.2374 -2.9452 -1.4551  0.053
H38 -0.0364 -3.6457 0.1562  0.028
H39 4.3060 -0.6173 -0.6714  0.067
H40 3.8845 -0.2691 -2.3638  0.100
H41 5.2886 -1.2843 -1.9788  0.107
H42 3.2467 -3.9609 -2.9547  0.099
H43 4.7933 -3.8934 -2.0664  0.110
H44 4.5011 -2.8174 -3.4404  0.111
C25 -4.1902 -3.9373 1.1946  -0.234
As1 -2.5444 -3.3595 1.9835  0.882
C26 -1.3852 -4.8830 1.9343  -0.217
C27 -2.9740 -3.0130 3.8183  -0.211
S2 -2.2231 -1.5605 0.7354  0.366
H45 -4.5572 -4.7917 1.7631  0.064
H46 -4.0152 -4.2234 0.1594  0.050
H47 -4.9136 -3.1253 1.2409  0.055
H48 -1.9112 -5.6643 2.4859  0.067
H49 -0.4369 -4.6670 2.4178  0.041
H50 -1.2492 -5.2056 0.9072  0.035
H51 -3.4309 -3.9386 4.1735  0.066
H52 -3.6978 -2.2035 3.8730  0.052
H53 -2.0945 -2.7856 4.4107  0.044
S3 -1.5585 3.2216 -4.9278  1.117
C28 -1.4075 2.2814 -3.5103  -0.516
N5 -0.3437 2.4285 -2.7818  0.037
C29 0.4747 3.4001 -3.3841  -0.305
C30 1.7030 3.8586 -2.8996  -0.026
C31 2.3832 4.8226 -3.6075  -0.054
C32 1.8647 5.3512 -4.8006  -0.053
C33 0.6551 4.9192 -5.2929  -0.064
C34 -0.0295 3.9407 -4.5699  -0.462
H54 -2.1989 1.5864 -3.2722  0.051
H55 2.1053 3.4688 -1.9785  0.061
H56 3.3316 5.1871 -3.2366  0.114
H57 2.4201 6.1079 -5.3367  0.119
H58 0.2463 5.3302 -6.2056  0.121

Molar mass: 1105.37 g/mol
Spin multiplicity: 2
Kohn-Sham gap (alpha / beta): 4.8 / 5.3 eV
LUMO level (alpha / beta): -0.3643 / -0.3482 Ha
⟨S²⟩: 0.762
Net charge: +3
HOMO level (alpha / beta): -0.542 / -0.542 Ha
Relative energy (zero: lowest compared OMol25 entry of this formula, charge and spin): 141.0 kJ/mol

C34H58BN2O20S5 | the ωB97M-V functional and the def2-TZVPD basis

Last column: Löwdin charge in e.
Cartesian coordinates (Å):
O1 6.6329 -15.0951 9.9291  0.150
C1 5.6398 -15.7560 9.9690  -0.365
O2 4.5137 -15.5113 10.6216  0.231
B1 3.5217 -16.5286 10.2558  -0.935
O3 4.1944 -17.4703 9.3562  0.212
C2 5.4607 -17.1077 9.2203  -0.387
O4 6.2592 -17.5900 8.4760  0.143
O5 2.3742 -15.8473 9.6362  0.221
C3 1.2728 -16.1620 10.2985  -0.389
O6 0.1799 -15.7398 10.1100  0.165
C4 1.6750 -17.0460 11.4966  -0.404
O7 2.9946 -17.2064 11.4587  0.200
O8 0.9191 -17.4426 12.3201  0.161
C5 2.8505 -12.4688 10.1122  -0.008
C6 3.7554 -11.3282 9.7293  -0.492
O9 3.3746 -10.1904 9.6260  0.063
C7 5.1237 -11.7250 9.2212  -0.014
H1 3.3867 -13.3967 9.9309  0.051
H2 1.8388 -12.5647 9.7296  0.093
H3 2.7689 -12.3816 11.2063  0.084
H4 5.7828 -10.8649 9.3157  0.080
H5 5.0118 -12.1819 8.2409  0.065
H6 5.5521 -12.5070 9.8631  0.065
C8 -3.5984 -17.0696 7.5672  -0.018
C9 -2.4631 -16.1130 7.2868  -0.490
O10 -2.6866 -14.9906 6.9091  0.069
C10 -1.0558 -16.6241 7.4449  -0.017
H7 -3.4536 -17.6953 8.4483  0.067
H8 -3.8355 -17.6090 6.6472  0.087
H9 -4.5130 -16.5131 7.7936  0.081
H10 -0.9913 -17.5065 8.0736  0.057
H11 -0.4651 -15.7986 7.8320  0.066
H12 -0.6558 -16.8719 6.4570  0.084
C11 4.0663 -20.3250 12.0019  -0.070
C12 3.1813 -20.1864 13.1386  -0.284
N1 2.4821 -20.1512 14.0379  0.154
H13 3.7379 -19.7106 11.1653  0.056
H14 3.9823 -21.3554 11.6301  0.084
H15 5.1307 -20.2286 12.1948  0.085
C13 4.0515 -20.4653 7.7767  -0.057
C14 2.7312 -19.9143 7.5341  -0.266
N2 1.6983 -19.4556 7.3820  0.164
H16 4.7694 -20.0099 7.0920  0.085
H17 4.1253 -21.5462 7.6988  0.082
H18 4.3980 -20.1588 8.7651  0.064
C15 -1.2381 -22.0993 10.5749  -0.221
C16 -0.6947 -20.9308 9.7212  -0.209
C17 -0.8342 -19.6422 10.5265  -0.234
S1 -2.2214 -19.8463 11.6291  0.668
O11 -3.3769 -19.1569 11.1040  -0.335
O12 -1.7758 -19.6146 12.9735  -0.308
C18 -2.4675 -21.6348 11.3360  -0.209
H19 -0.4591 -22.3909 11.2851  0.114
H20 -1.3511 -22.9500 9.9024  0.109
H21 -1.3533 -20.8028 8.8598  0.117
H22 0.3543 -21.0644 9.4734  0.095
H23 -0.9357 -18.7403 9.9208  0.087
H24 0.0126 -19.3691 11.1618  0.083
H25 -3.4088 -21.6819 10.7972  0.097
H26 -2.5031 -22.0529 12.3384  0.097
C19 10.1418 -13.6106 12.0232  -0.206
C20 8.6421 -13.3408 11.7904  -0.225
C21 8.3674 -12.0905 12.5950  -0.213
S2 9.2217 -12.3703 14.1576  0.665
O13 8.3578 -12.8963 15.1868  -0.332
O14 10.0189 -11.2092 14.4682  -0.330
C22 10.2027 -13.7478 13.5442  -0.234
H27 10.6836 -12.7217 11.6995  0.124
H28 10.4844 -14.5329 11.5658  0.085
H29 8.1157 -14.2371 12.1271  0.114
H30 8.3951 -13.2274 10.7366  0.110
H31 7.3417 -11.8220 12.8490  0.102
H32 8.7872 -11.2181 12.0936  0.111
H33 9.6207 -14.6275 13.8235  0.099
H34 11.1758 -13.7922 14.0261  0.105
C23 9.5041 -17.7067 9.6165  -0.211
C24 10.7675 -17.4849 10.4614  -0.228
C25 11.8539 -17.0889 9.4908  -0.223
S3 11.0698 -15.9519 8.3142  0.666
O15 11.4503 -16.3019 6.9691  -0.331
O16 11.2407 -14.5807 8.7200  -0.324
C26 9.3885 -16.4972 8.6860  -0.225
H35 8.5932 -17.9159 10.1682  0.108
H36 9.6796 -18.5610 8.9511  0.118
H37 11.0040 -18.4189 10.9765  0.114
H38 10.5392 -16.7506 11.2375  0.101
H39 12.0733 -17.9555 8.8652  0.104
H40 12.7364 -16.6161 9.9094  0.106
H41 8.8052 -16.7292 7.7996  0.102
H42 8.9054 -15.6582 9.1917  0.082
C27 3.1719 -15.9738 14.5850  -0.198
C28 3.7712 -15.4739 15.9097  -0.224
C29 4.6003 -14.2480 15.6329  -0.230
S4 3.7585 -13.3365 14.3316  0.661
O17 4.7087 -13.0987 13.2762  -0.323
O18 2.9838 -12.2728 14.9134  -0.319
C30 2.6706 -14.6913 13.9053  -0.224
H43 2.3210 -16.6388 14.6904  0.113
H44 3.9168 -16.4232 13.9217  0.112
H45 4.2043 -16.2649 16.5182  0.115
H46 2.8649 -15.1919 16.4726  0.120
H47 5.5118 -14.6220 15.1503  0.101
H48 5.0218 -13.6273 16.4168  0.110
H49 2.5413 -14.6357 12.8222  0.094
H50 1.6627 -14.5232 14.2912  0.115
C31 3.6858 -16.5166 5.2995  -0.197
C32 2.1555 -16.3709 5.3540  -0.194
C33 1.8088 -14.9230 5.7738  -0.221
S5 3.3227 -13.9651 5.6856  0.668
O19 3.3601 -13.0087 6.7639  -0.315
O20 3.5192 -13.5289 4.3277  -0.305
C34 4.2804 -15.3904 6.1426  -0.226
H51 3.9736 -16.4218 4.2548  0.113
H52 4.1046 -17.4196 5.7439  0.103
H53 1.5972 -17.0593 5.9867  0.071
H54 1.6787 -16.4675 4.3775  0.109
H55 1.4780 -14.8134 6.8071  0.090
H56 1.0602 -14.4576 5.1365  0.109
H57 4.0958 -15.5704 7.1989  0.098
H58 5.3389 -15.2843 5.9105  0.119

Molar mass: 985.98 g/mol
Kohn-Sham gap: 8.3 eV
LUMO level: 0.0526 Ha
Net charge: -1
HOMO level: -0.252 Ha
Relative energy (zero: lowest compared OMol25 entry of this formula, charge and spin): 0.0 kJ/mol

Among the records above, which one has the highest relative energy (zero: lowest compared OMol25 entry of this formula, charge and spin)?
C34H58AsIN5ReS3Si3